No. 1
The following is a DFT calculation (ωB97M-V/def2-TZVPD) of a 9-piece molecular cluster, C9H36N6O9 overall.

The value obtained for the HOMO energy is -9.3133 eV. As for the net charge: 0. The SMILES is NC(N)=O.NC(N)=O.NC(N)=O.CO.CO.CO.CO.CO.CO. The energy above the lowest of the compared OMol25 structures with the same formula, charge and spin is 422.1 kJ/mol.

Last column: natural (NBO) charge in e.
Geometry (Å):
N  2.709  -2.700  2.275  -0.846
C  2.026  -3.792  1.985  0.739
N  0.854  -3.512  1.660  -0.809
O  2.471  -4.895  2.124  -0.668
H  3.693  -2.902  2.384  0.398
H  2.523  -1.836  1.786  0.391
H  0.633  -2.547  1.862  0.378
H  0.106  -4.060  1.261  0.407
N  3.210  0.835  1.859  -0.851
C  3.912  1.247  0.892  0.746
N  4.762  2.188  1.259  -0.856
O  3.900  0.807  -0.203  -0.669
H  3.291  1.015  2.849  0.389
H  2.464  0.208  1.594  0.422
H  4.930  2.479  2.212  0.391
H  5.295  2.426  0.436  0.406
N  -0.311  2.472  -4.137  -0.828
C  -1.390  1.857  -3.893  0.739
N  -2.372  2.213  -4.650  -0.813
O  -1.400  0.945  -3.057  -0.703
H  -0.350  3.432  -4.450  0.386
H  0.509  1.979  -3.814  0.424
H  -2.130  2.862  -5.386  0.392
H  -3.195  1.630  -4.606  0.404
C  -3.602  -1.684  -2.337  -0.257
O  -3.530  -1.518  -3.783  -0.729
H  -4.151  -2.547  -1.960  0.171
H  -2.587  -1.780  -1.951  0.178
H  -4.255  -0.960  -1.849  0.171
H  -3.503  -0.583  -3.998  0.466
C  1.223  3.947  1.903  -0.252
O  0.937  3.103  2.953  -0.728
H  0.547  4.798  1.823  0.169
H  2.250  4.299  2.000  0.158
H  1.248  3.522  0.900  0.175
H  0.991  2.214  2.596  0.478
C  0.152  -0.466  -0.097  -0.267
O  0.759  -0.279  1.206  -0.799
H  -0.905  -0.659  0.088  0.159
H  0.056  0.426  -0.716  0.210
H  0.560  -1.302  -0.665  0.186
H  0.054  -0.310  1.857  0.493
C  -1.710  0.823  3.900  -0.258
O  -1.019  -0.023  2.860  -0.765
H  -2.493  0.200  4.334  0.180
H  -1.157  1.201  4.760  0.202
H  -2.152  1.688  3.406  0.201
H  -1.296  -0.907  3.116  0.487
C  1.339  -3.260  -2.909  -0.260
O  2.776  -3.300  -2.992  -0.704
H  0.862  -2.505  -3.533  0.177
H  0.831  -4.187  -3.178  0.165
H  1.022  -3.026  -1.893  0.158
H  2.883  -4.231  -3.201  0.465
C  -4.025  0.718  0.826  -0.262
O  -2.846  1.443  0.474  -0.704
H  -4.824  1.214  0.275  0.186
H  -3.977  -0.344  0.588  0.159
H  -4.403  0.787  1.846  0.157
H  -2.195  1.135  1.109  0.465

Forces on atoms 1 to 2 (eV/Å):
N 3.2222 2.7157 0.9608
C 3.5560 -2.3830 1.1205

=====

No. 2
The following is a DFT calculation (ωB97M-V/def2-TZVPD) of a 9-piece molecular cluster, C9H36O9 overall.

The value obtained for the HOMO energy is -9.4780 eV. As for the net charge: 0. The SMILES is CCO.CCO.CCO.CO.CO.CO.O.O.O. The energy above the lowest of the compared OMol25 structures with the same formula, charge and spin is 282.3 kJ/mol.

Last column: natural (NBO) charge in e.
Geometry (Å):
C  1.069  -1.572  4.062  -0.650
C  0.544  -2.383  2.880  -0.061
O  -0.746  -2.932  3.075  -0.738
H  2.154  -1.605  4.149  0.205
H  0.660  -1.937  5.010  0.217
H  0.720  -0.535  4.046  0.212
H  1.191  -3.252  2.738  0.167
H  0.628  -1.738  1.995  0.140
H  -1.372  -2.215  2.886  0.490
C  -0.436  -3.997  -0.632  -0.639
C  -0.829  -4.387  -2.045  -0.062
O  -0.709  -3.265  -2.940  -0.731
H  0.581  -3.612  -0.637  0.205
H  -0.528  -4.883  0.004  0.217
H  -1.124  -3.278  -0.183  0.215
H  -1.873  -4.716  -2.083  0.156
H  -0.206  -5.194  -2.424  0.175
H  -1.389  -2.637  -2.678  0.463
C  0.818  0.961  0.103  -0.648
C  0.277  -0.219  -0.667  -0.069
O  -1.158  -0.298  -0.456  -0.774
H  0.278  1.907  0.038  0.203
H  1.834  1.175  -0.249  0.215
H  0.872  0.730  1.169  0.222
H  0.720  -1.167  -0.379  0.200
H  0.368  -0.152  -1.755  0.179
H  -1.602  0.455  -0.868  0.496
C  3.264  3.016  -2.342  -0.250
O  3.929  4.182  -1.861  -0.721
H  2.191  3.227  -2.409  0.157
H  3.680  2.738  -3.303  0.186
H  3.370  2.206  -1.614  0.174
H  3.394  4.581  -1.172  0.455
C  -3.735  -1.147  1.750  -0.255
O  -2.338  -0.969  1.871  -0.792
H  -4.279  -0.665  2.569  0.177
H  -4.181  -0.813  0.812  0.172
H  -3.977  -2.211  1.859  0.174
H  -2.003  -0.582  1.037  0.514
C  -1.599  3.554  -1.719  -0.247
O  -1.807  2.278  -2.284  -0.755
H  -2.242  3.616  -0.840  0.182
H  -0.569  3.719  -1.392  0.159
H  -1.895  4.359  -2.397  0.169
H  -1.033  1.966  -2.765  0.492
O  0.185  1.182  -4.333  -0.949
H  1.128  1.145  -4.519  0.481
H  -0.137  1.933  -4.843  0.477
O  4.058  2.907  1.205  -0.929
H  4.907  3.277  0.944  0.476
H  3.409  3.495  0.813  0.455
O  -1.522  1.134  3.963  -0.950
H  -1.639  0.601  3.166  0.484
H  -1.299  2.013  3.646  0.460

Forces on atoms 1 to 2 (eV/Å):
C -0.5982 0.2243 0.6935
C 0.6172 -0.3354 0.4514